1.
22
Properties=species:S:1:pos:R:3:forces:R:3 method="wB97M-V/def2-TZVPD" total_charge=0 gap_ev="6.17 / 6.17" e_above_lowest_kcal_mol=119.86 homo_energy_ev="-5.5 / -5.5"
C -0.846 1.562 0.630 1.362 -0.417 -0.989
C -1.861 -1.441 0.597 -0.395 -0.359 0.493
N -0.836 -1.628 -0.331 1.016 1.457 -0.796
O -0.404 2.873 0.864 0.098 0.476 0.101
H 0.116 3.151 0.097 -0.128 -0.068 0.098
H -0.077 -2.202 0.028 -0.213 -0.058 -0.271
H -1.165 -1.975 -1.225 0.133 -0.284 0.134
H -1.243 1.225 1.590 0.140 -0.223 -0.314
H -1.616 1.536 -0.151 0.072 -0.189 0.208
H -1.523 -1.238 1.607 -0.086 0.131 -0.178
H -2.743 -0.948 0.210 0.102 0.080 0.089
C 1.255 0.384 1.182 0.107 0.143 -0.018
C 1.382 -0.691 -1.615 -0.135 0.249 0.098
C 0.168 -0.086 -0.962 -0.550 -1.086 0.377
N 0.353 0.772 0.113 -1.575 0.561 0.913
H -0.537 0.335 -1.673 -0.177 -0.076 0.021
H 1.402 1.248 1.831 0.000 -0.064 -0.005
H 2.225 0.106 0.780 0.113 -0.016 -0.032
H 0.876 -0.443 1.789 -0.074 -0.116 0.026
H 1.901 -1.365 -0.937 0.125 -0.117 0.049
H 1.083 -1.257 -2.499 0.025 0.014 0.044
H 2.089 0.081 -1.926 0.040 -0.037 -0.049



2.
111
Properties=species:S:1:pos:R:3:forces:R:3 method="wB97M-V/def2-TZVPD" total_charge=-2 gap_ev=6.44 e_above_lowest_kcal_mol=5.58 homo_energy_ev=-3.0
Cd -0.443 -0.488 0.676 -0.255 0.055 -0.194
C 5.127 4.298 -1.952 -0.044 -0.080 0.049
C 4.267 3.200 -1.377 0.041 0.090 -0.067
C 4.796 2.103 -0.737 0.024 -0.085 -0.008
C 4.015 1.051 -0.240 -0.089 0.012 -0.065
C 4.782 -0.026 0.425 -0.054 0.005 0.038
O 5.889 0.199 0.899 0.030 0.042 0.088
C 4.298 -1.443 0.476 0.000 -0.007 -0.058
C 4.651 -2.217 1.575 0.019 -0.013 0.067
C 4.354 -3.570 1.607 0.013 0.024 -0.022
C 3.720 -4.163 0.524 -0.028 0.032 -0.020
C 3.363 -3.392 -0.575 -0.029 -0.075 -0.010
C 3.645 -2.037 -0.596 -0.076 0.078 -0.017
C 2.579 1.088 -0.327 0.181 0.068 0.112
O 1.828 0.202 0.199 -0.181 0.093 -0.277
C 2.055 2.252 -1.002 0.021 -0.271 0.001
C 2.874 3.237 -1.505 -0.035 0.061 -0.021
C 0.585 2.431 -1.194 0.014 0.183 0.022
N -0.222 2.816 -0.290 -0.051 -0.034 0.032
C 0.265 3.045 1.062 -0.057 0.053 -0.043
C 0.792 4.465 1.256 -0.099 -0.163 -0.122
Te -0.527 6.026 0.565 0.185 0.019 -0.004
C 0.591 6.416 -1.191 -0.048 -0.034 0.006
C -0.027 6.358 -2.437 -0.024 -0.059 0.027
C 0.711 6.536 -3.600 -0.009 -0.032 0.011
C 2.075 6.781 -3.530 0.004 -0.005 0.034
C 2.694 6.867 -2.289 -0.054 0.098 -0.013
C 1.956 6.689 -1.127 -0.005 0.084 -0.020
C 0.041 2.277 -2.581 0.010 -0.016 -0.059
C -1.238 2.746 -2.880 -0.029 0.010 0.019
C -1.751 2.624 -4.160 0.018 0.028 0.026
C -0.994 2.033 -5.164 0.017 -0.021 -0.008
C 0.278 1.558 -4.877 -0.014 0.029 0.030
C 0.792 1.680 -3.592 -0.034 -0.023 0.080
H 6.177 4.135 -1.703 0.003 -0.005 0.003
H 4.836 5.279 -1.566 0.069 -0.077 0.004
H 5.044 4.342 -3.042 0.010 0.038 0.003
H 5.870 2.015 -0.609 -0.015 0.011 0.009
H 5.163 -1.742 2.402 0.009 -0.006 -0.030
H 4.624 -4.164 2.472 -0.026 0.005 0.006
H 3.496 -5.221 0.542 -0.065 -0.046 -0.015
H 2.845 -3.846 -1.411 0.004 -0.002 0.015
H 3.355 -1.435 -1.449 -0.022 0.018 0.054
H 2.414 4.084 -2.012 -0.009 -0.086 -0.023
H 1.070 2.355 1.332 0.014 -0.061 0.041
H -0.573 2.866 1.738 0.029 -0.031 0.020
H 1.710 4.608 0.686 0.001 0.040 0.023
H 0.999 4.649 2.308 -0.007 0.048 -0.003
H -1.088 6.147 -2.499 0.048 -0.079 -0.017
H 0.220 6.449 -4.562 0.014 0.018 0.011
H 2.658 6.895 -4.436 -0.019 0.010 0.011
H 3.757 7.065 -2.225 -0.061 0.012 -0.017
H 2.450 6.762 -0.165 -0.009 -0.036 0.008
H -1.819 3.190 -2.082 -0.009 -0.021 0.009
H -2.750 2.985 -4.374 -0.014 -0.011 0.005
H -1.401 1.935 -6.164 0.019 -0.002 0.006
H 0.875 1.091 -5.650 -0.026 -0.019 0.005
H 1.778 1.292 -3.366 0.017 0.052 0.008
F -5.083 1.710 -2.086 -0.022 -0.046 -0.001
C -5.402 0.647 -2.838 0.057 -0.023 0.065
C -5.340 -0.636 -2.309 0.290 0.180 0.100
C -5.751 -1.645 -3.161 -0.159 -0.007 0.173
F -5.854 -2.916 -2.740 0.199 -0.024 0.058
C -6.141 -1.414 -4.469 -0.034 -0.068 -0.064
F -6.534 -2.424 -5.260 0.005 -0.003 0.014
C -6.151 -0.127 -4.963 -0.024 0.011 -0.007
F -6.533 0.110 -6.223 -0.018 0.006 -0.029
C -5.795 0.918 -4.135 -0.017 0.055 -0.053
F -5.840 2.176 -4.598 0.023 -0.024 0.010
Ge -4.390 -0.781 -0.509 -0.774 -0.204 0.067
S -2.556 0.198 -0.808 0.702 0.229 -0.078
C -5.754 0.204 0.598 0.227 0.027 -0.125
C -5.392 1.202 1.489 0.099 -0.062 -0.076
F -4.111 1.447 1.754 -0.073 0.034 0.036
C -6.328 1.977 2.153 -0.031 0.056 0.065
F -5.954 2.934 3.010 0.011 0.006 -0.009
C -7.673 1.755 1.933 -0.003 0.009 0.036
F -8.589 2.493 2.571 -0.030 0.019 0.010
C -8.071 0.755 1.068 -0.051 -0.025 -0.025
F -9.380 0.525 0.878 -0.014 -0.007 -0.001
C -7.111 -0.003 0.426 0.045 0.010 0.106
F -7.560 -0.999 -0.360 0.075 -0.003 -0.082
C -4.567 -2.664 0.086 0.210 0.122 -0.188
C -5.247 -3.097 1.207 0.048 -0.014 -0.188
F -5.889 -2.237 2.012 -0.068 0.005 0.045
C -5.303 -4.435 1.561 0.055 -0.007 0.006
F -5.988 -4.833 2.643 -0.015 -0.001 0.035
C -4.642 -5.368 0.791 -0.050 -0.045 0.009
F -4.698 -6.663 1.119 0.011 -0.022 0.017
C -3.922 -4.967 -0.318 0.007 0.001 -0.036
F -3.276 -5.880 -1.050 0.012 -0.010 -0.018
C -3.880 -3.626 -0.638 -0.256 -0.036 0.133
F -3.137 -3.262 -1.686 -0.046 0.022 -0.124
F 0.154 -1.555 3.407 -0.007 0.024 0.000
C 0.059 -0.298 2.801 -0.148 0.185 0.325
F -0.908 0.388 3.564 0.101 -0.046 -0.004
H 1.003 0.196 3.054 0.036 0.028 -0.078
Br 0.796 -7.930 -0.847 -0.008 0.018 -0.002
C -0.163 -6.810 0.365 0.035 0.002 0.033
C -0.735 -7.384 1.488 -0.005 0.014 -0.049
C -1.428 -6.566 2.371 0.018 0.045 -0.004
C -1.544 -5.206 2.120 -0.044 -0.064 0.081
C -0.954 -4.648 0.995 0.138 -0.014 -0.215
C -0.249 -5.454 0.109 -0.003 -0.019 0.055
C -1.077 -3.157 0.743 0.177 -0.021 -0.006
O -2.003 -2.568 1.321 0.107 0.025 0.103
O -0.209 -2.627 -0.017 -0.138 -0.278 0.170
H -0.642 -8.447 1.664 -0.003 0.011 0.010
H -1.872 -6.994 3.261 -0.020 -0.007 -0.029
H -2.090 -4.551 2.788 0.023 0.005 -0.008
H 0.213 -5.004 -0.757 0.030 0.023 -0.015



3.
100
Properties=species:S:1:pos:R:3:forces:R:3 method="wB97M-V/def2-TZVPD" total_charge=0 multiplicity=6 gap_ev="7.76 / 7.83" homo_energy_ev="-7.1 / -7.2" s2=8.7577
O 3.373 -0.710 -3.005 -0.243 1.127 -0.366
O 4.007 -2.732 -1.541 1.953 -1.216 -0.100
C 2.788 -0.161 -4.201 0.454 -0.218 0.442
C 1.530 0.667 -3.970 -0.095 0.193 -0.291
H 2.577 -1.033 -4.826 0.049 0.097 0.037
H 3.547 0.455 -4.707 -0.139 -0.146 -0.097
H 0.983 0.367 -3.071 0.114 0.004 -0.122
H 0.860 0.554 -4.830 0.067 0.045 0.155
H 1.780 1.729 -3.892 -0.196 -0.114 0.144
C 3.718 0.289 -2.019 -0.760 -0.316 -0.127
C 5.183 0.615 -2.069 0.344 0.106 -0.047
H 3.425 -0.140 -1.048 0.159 0.206 -0.238
H 3.104 1.199 -2.157 0.218 -0.363 0.053
H 5.788 -0.272 -1.851 -0.121 0.280 -0.096
H 5.409 1.386 -1.327 0.063 -0.027 -0.046
H 5.452 1.005 -3.060 0.048 -0.100 0.207
C 4.655 -3.204 -0.336 -0.295 -0.203 -0.436
C 4.530 -3.379 -2.730 -0.391 -0.028 0.677
C 5.002 -2.041 0.553 0.127 0.261 0.262
H 5.571 -3.760 -0.601 -0.353 0.158 0.083
H 3.966 -3.903 0.163 0.193 0.163 -0.033
H 5.782 -1.418 0.103 -0.162 -0.071 0.038
H 5.387 -2.420 1.505 -0.052 0.075 -0.047
H 4.130 -1.411 0.766 0.181 -0.201 -0.098
C 5.842 -2.775 -3.146 0.165 0.159 -0.409
H 3.766 -3.255 -3.499 0.126 0.011 0.080
H 4.646 -4.458 -2.526 -0.138 0.258 -0.049
H 5.686 -1.740 -3.462 0.104 -0.215 0.097
H 6.247 -3.338 -3.993 0.049 0.051 0.074
H 6.576 -2.806 -2.334 -0.059 0.026 -0.098
H 2.606 -1.972 -1.650 -3.665 -0.598 1.444
N -0.376 1.347 0.530 -1.000 1.252 1.686
C -1.169 1.479 1.625 0.665 -0.355 -1.563
C -1.440 0.513 2.581 -0.608 1.060 0.759
C -0.814 -0.667 3.041 0.607 -2.106 -1.158
C -1.811 2.823 1.711 -0.841 0.339 0.274
H -2.370 3.064 0.797 0.169 -0.010 0.214
H -1.070 3.620 1.878 -0.120 -0.296 -0.097
H -2.512 2.835 2.552 0.127 0.063 -0.213
C -0.753 -0.929 4.520 -0.432 0.293 0.486
H 0.282 -0.978 4.885 -0.270 -0.020 -0.192
H -1.253 -1.873 4.781 0.211 0.163 -0.125
H -1.260 -0.111 5.042 0.162 -0.205 0.022
N -0.389 -1.633 2.233 0.051 0.880 0.564
C 0.044 2.444 -0.290 -0.047 -0.008 -0.391
C -0.652 2.714 -1.475 0.424 -0.141 0.221
C -1.933 2.018 -1.820 -0.407 -0.023 -0.261
C -0.073 3.609 -2.373 0.062 0.220 0.025
H -0.602 3.818 -3.307 0.245 0.000 0.247
C 1.150 4.208 -2.087 -0.051 0.085 -0.183
H 1.599 4.892 -2.809 -0.109 -0.174 0.193
C 1.799 3.950 -0.883 0.093 0.097 0.147
H 2.754 4.427 -0.643 -0.317 -0.076 -0.160
C 1.244 3.077 0.050 -0.219 0.152 -0.509
C 1.902 2.814 1.365 0.406 -0.179 0.281
C 0.419 -2.718 2.650 0.148 -0.429 0.399
C -0.149 -4.008 2.720 0.392 0.363 -0.113
C -1.621 -4.231 2.544 -0.543 -0.113 0.092
C 0.687 -5.097 2.944 0.453 0.047 0.105
H 0.248 -6.096 2.977 0.173 0.215 0.028
C 2.059 -4.918 3.124 -0.015 -0.069 0.015
H 2.704 -5.779 3.304 -0.181 0.206 -0.075
C 2.613 -3.635 3.091 -0.268 -0.119 0.047
H 3.683 -3.483 3.246 -0.283 -0.110 -0.024
C 1.804 -2.521 2.869 -0.392 -0.354 -0.081
C 2.389 -1.143 2.848 0.225 0.494 -0.109
Mn -0.426 -1.404 0.171 -0.590 -0.093 -0.170
H -1.753 1.109 -2.412 -0.013 0.177 0.250
H -2.556 2.682 -2.436 0.139 -0.161 0.153
H -2.519 1.716 -0.945 0.186 -0.009 -0.233
H 1.956 1.738 1.567 -0.072 0.241 -0.015
H 1.366 3.293 2.197 0.046 -0.109 -0.187
H 2.923 3.211 1.355 -0.155 -0.019 0.068
H -1.831 -4.830 1.646 0.017 0.161 0.235
H -2.184 -3.293 2.469 0.165 -0.214 -0.049
H -2.023 -4.801 3.395 0.119 0.160 -0.194
H 2.013 -0.515 3.671 0.039 -0.171 -0.225
H 2.150 -0.605 1.916 -0.024 -0.136 0.278
H 3.480 -1.186 2.950 -0.216 -0.019 0.020
H -2.289 0.805 3.213 0.686 0.132 0.117
C 1.401 -2.050 -1.140 2.423 -0.200 -1.432
Si 0.728 -3.731 -1.693 0.194 0.004 0.120
H 1.668 -1.962 -0.072 -0.068 0.225 -0.080
H 0.961 -1.156 -1.606 -0.052 -0.062 0.395
C 0.871 -3.773 -3.564 -0.077 -0.021 -0.159
C -1.060 -4.106 -1.227 -0.135 0.300 -0.007
C 1.700 -5.103 -0.853 0.194 -0.100 -0.097
H 1.113 -6.033 -0.849 0.128 0.222 -0.027
H 1.914 -4.846 0.193 -0.070 -0.052 -0.120
H 2.653 -5.309 -1.358 -0.127 0.038 0.127
H -0.084 -3.466 -4.013 0.219 -0.080 0.027
H 1.098 -4.794 -3.902 -0.073 0.214 -0.033
H 1.652 -3.097 -3.938 -0.186 -0.191 0.110
H -1.749 -3.272 -1.430 0.112 -0.331 0.015
H -1.152 -4.377 -0.165 0.046 0.081 -0.289
H -1.385 -4.973 -1.819 0.051 0.121 0.128
O -2.192 -1.100 -0.819 -0.820 0.495 1.141
N -2.912 -0.942 0.311 -0.697 0.902 -0.712
O -3.806 -0.112 0.272 1.415 -1.349 -0.449
O 0.479 0.327 0.459 0.941 -0.702 -0.347